[1]
{
  "formula": "C20H23Cl3N4O3Se2V",
  "method": "ωB97M-V/def2-TZVPD",
  "symbols": ["V", "O", "C", "C", "C", "O", "C", "Se", "C", "Se", "H", "H", "H", "H", "H", "H", "H", "H", "H", "H", "Cl", "C", "Cl", "Cl", "C", "N", "C", "C", "C", "C", "C", "N", "C", "O", "N", "C", "C", "C", "C", "N", "C", "C", "C", "H", "H", "H", "H", "H", "H", "H", "H", "H", "H", "H", "H", "H"],
  "coordinates": [[-2.885, 0.358, 0.759], [-4.818, -0.279, 1.072], [-5.218, -1.642, 1.170], [-4.112, -2.492, 1.749], [-4.806, -3.809, 2.133], [-3.918, -4.784, 2.654], [-3.551, -1.880, 3.043], [-2.298, -0.361, 2.870], [-2.980, -2.812, 0.742], [-2.569, -1.532, -0.729], [-5.576, 0.231, 0.624], [-5.496, -1.999, 0.175], [-6.090, -1.679, 1.830], [-5.349, -4.197, 1.263], [-5.532, -3.620, 2.924], [-3.323, -5.069, 1.954], [-2.956, -2.640, 3.547], [-4.372, -1.601, 3.704], [-3.214, -3.740, 0.215], [-2.040, -2.943, 1.271], [-5.843, 4.902, 1.448], [-5.331, 4.163, 0.025], [-6.976, 1.684, 0.029], [-5.606, 4.898, -1.465], [-4.479, 3.060, 0.096], [-3.821, 2.117, 0.138], [8.091, 1.619, -3.316], [6.949, 0.852, -2.702], [5.684, 0.854, -3.278], [4.639, 0.129, -2.721], [4.837, -0.588, -1.547], [3.776, -1.336, -0.966], [2.582, -0.858, -0.479], [1.750, -1.593, 0.008], [2.451, 0.519, -0.539], [1.370, 1.245, -0.030], [1.567, 2.531, 0.408], [0.492, 3.243, 0.880], [-0.746, 2.644, 0.917], [-0.950, 1.400, 0.473], [0.071, 0.728, 0.003], [6.097, -0.596, -0.960], [7.139, 0.107, -1.541], [7.767, 2.170, -4.198], [8.896, 0.947, -3.616], [8.510, 2.334, -2.607], [5.516, 1.412, -4.191], [3.668, 0.101, -3.200], [3.923, -2.308, -0.750], [3.282, 1.048, -0.751], [2.557, 2.971, 0.391], [0.606, 4.256, 1.238], [-1.606, 3.176, 1.302], [-0.125, -0.273, -0.346], [6.252, -1.155, -0.045], [8.117, 0.087, -1.076]],
  "lowdin_spin": [2.06, 0.02, 0.01, 0.00, 0.00, 0.00, 0.01, -0.09, 0.00, -0.06, 0.00, 0.00, 0.00, 0.00, 0.00, 0.00, 0.00, 0.00, 0.00, 0.00, 0.12, 0.45, 0.11, 0.12, 0.09, 0.12, 0.00, 0.00, 0.00, 0.00, 0.00, 0.00, 0.00, 0.00, 0.00, 0.00, 0.01, 0.00, 0.01, 0.01, 0.01, 0.00, 0.00, 0.00, 0.00, 0.00, 0.00, 0.00, 0.00, 0.00, 0.00, 0.00, 0.00, 0.00, 0.00, 0.00],
  "spin_multiplicity": 4,
  "relative_energy_ev": 0.3913,
  "energy_ev": -227164.65463,
  "lumo_ev": [-0.718, -1.737],
  "largest_force_ev_per_a": 1.440,
  "s_squared": 3.809,
  "homo_lumo_gap_ev": [7.0237, 6.3829],
  "e_homo_ha": [-0.284, -0.298]
}


[2]
{
  "formula": "C20H23Cl3OZr",
  "method": "ωB97M-V/def2-TZVPD",
  "symbols": ["C", "C", "C", "C", "C", "C", "C", "C", "C", "C", "Zr", "Cl", "Cl", "Cl", "H", "H", "H", "H", "H", "H", "H", "H", "H", "H", "H", "H", "H", "H", "H", "O", "H", "C", "C", "C", "C", "C", "C", "C", "C", "C", "C", "H", "H", "H", "H", "H", "H", "H"],
  "coordinates": [[-1.103, 1.207, -2.882], [-1.286, -0.178, -3.184], [-0.018, -0.820, -3.082], [-2.577, -0.859, -3.424], [0.950, 0.173, -2.744], [0.280, 1.431, -2.647], [0.905, 2.728, -2.324], [-2.170, 2.211, -2.755], [0.220, -2.270, -3.182], [2.386, -0.057, -2.491], [-1.259, -0.563, 0.548], [-2.671, -2.357, -0.210], [-3.154, 0.987, 0.346], [0.678, -2.013, 0.050], [-3.415, -0.202, -3.143], [-2.656, -1.760, -2.805], [-2.707, -1.166, -4.471], [-0.609, -2.822, -2.735], [1.119, -2.560, -2.639], [0.329, -2.609, -4.217], [2.542, -0.972, -1.900], [2.827, 0.777, -1.927], [2.927, -0.156, -3.446], [1.791, 2.608, -1.688], [0.212, 3.404, -1.807], [1.220, 3.223, -3.254], [-3.052, 1.798, -2.253], [-2.474, 2.597, -3.737], [-1.825, 3.051, -2.147], [-0.131, 1.052, 0.079], [-0.404, 1.893, 0.506], [3.162, -0.917, 4.283], [3.002, -0.624, 2.916], [1.751, -0.285, 2.439], [0.595, -0.340, 3.262], [-0.731, -0.300, 2.769], [-1.826, -0.154, 3.590], [-1.625, -0.159, 4.998], [-0.366, -0.368, 5.538], [0.777, -0.515, 4.689], [2.085, -0.811, 5.153], [4.141, -1.201, 4.653], [3.847, -0.667, 2.239], [1.627, 0.014, 1.394], [-2.825, -0.045, 3.158], [-2.484, 0.007, 5.650], [-0.222, -0.426, 6.614], [2.219, -0.983, 6.221]],
  "nbo_charge": [-0.14, -0.16, -0.07, -0.63, -0.15, -0.10, -0.61, -0.62, -0.64, -0.62, 1.87, -0.55, -0.57, -0.55, 0.20, 0.21, 0.16, 0.20, 0.20, 0.16, 0.20, 0.19, 0.17, 0.19, 0.18, 0.17, 0.21, 0.16, 0.19, -1.09, 0.48, -0.23, -0.24, -0.17, 0.02, -0.45, -0.26, -0.21, -0.24, -0.08, -0.22, 0.19, 0.21, 0.27, 0.22, 0.19, 0.19, 0.18],
  "charge": -2,
  "relative_energy_ev": 0.0000,
  "energy_ev": -62014.31559,
  "lumo_ev": 4.694,
  "largest_force_ev_per_a": 3.083,
  "homo_lumo_gap_ev": 4.1876,
  "e_homo_ha": 0.019
}


[3]
{
  "formula": "C20H23Cl5N2ORe",
  "method": "ωB97M-V/def2-TZVPD",
  "symbols": ["Re", "Cl", "C", "C", "C", "Cl", "C", "Cl", "C", "Cl", "C", "Cl", "N", "C", "C", "N", "C", "C", "H", "H", "H", "H", "H", "H", "H", "H", "H", "H", "H", "C", "C", "C", "C", "C", "C", "C", "O", "C", "C", "C", "H", "H", "H", "H", "H", "H", "H", "H", "H", "H", "H", "H"],
  "coordinates": [[0.332, -1.108, -0.236], [-0.001, 0.816, -3.388], [-0.459, -0.820, -3.259], [-0.204, -1.507, -2.033], [-0.595, -2.872, -2.008], [-0.196, -3.521, -0.388], [-1.164, -3.595, -3.002], [-1.582, -5.227, -2.849], [-1.391, -2.856, -4.211], [-2.098, -3.643, -5.500], [-1.032, -1.481, -4.334], [-1.313, -0.671, -5.798], [5.301, -1.008, 0.252], [4.533, -2.208, 0.730], [3.051, -1.886, 0.875], [2.452, -1.371, -0.410], [3.233, -0.167, -0.855], [4.718, -0.464, -1.023], [6.282, -1.274, 0.094], [5.331, -0.282, 0.978], [4.941, -2.529, 1.688], [4.706, -3.002, 0.002], [2.879, -1.129, 1.645], [2.533, -2.797, 1.174], [2.598, -2.101, -1.114], [3.067, 0.616, -0.112], [2.834, 0.178, -1.809], [5.257, 0.443, -1.295], [4.900, -1.213, -1.796], [-4.386, 4.448, 0.801], [-3.545, 3.301, 1.192], [-2.359, 2.986, 0.448], [-1.560, 1.939, 0.770], [-0.205, 1.897, 0.115], [-1.962, 1.079, 1.877], [-1.345, -0.096, 2.179], [-0.390, -0.661, 1.436], [-3.126, 1.442, 2.691], [-3.523, 0.677, 3.909], [-3.874, 2.532, 2.312], [-4.043, 4.940, -0.104], [-4.405, 5.176, 1.622], [-5.423, 4.122, 0.676], [-2.089, 3.656, -0.360], [-0.180, 2.533, -0.767], [0.148, 0.902, -0.298], [0.573, 2.214, 0.811], [-1.580, -0.689, 3.056], [-3.496, -0.404, 3.778], [-4.534, 0.944, 4.207], [-2.858, 0.940, 4.737], [-4.751, 2.798, 2.890]],
  "lowdin_spin": [0.92, 0.00, 0.00, 0.00, 0.01, 0.00, -0.01, -0.01, -0.05, -0.04, -0.01, 0.00, 0.00, 0.00, 0.00, 0.01, 0.01, 0.00, 0.00, 0.00, 0.00, 0.00, 0.00, 0.00, 0.00, 0.00, 0.00, 0.00, 0.00, 0.00, 0.01, 0.00, 0.00, 0.00, 0.02, 0.00, 0.13, 0.00, 0.00, 0.00, 0.00, 0.00, 0.00, 0.00, 0.00, 0.00, 0.00, 0.00, 0.00, 0.00, 0.00, 0.00],
  "charge": 4,
  "spin_multiplicity": 2,
  "energy_ev": -90838.18909,
  "lumo_ev": [-14.325, -13.933],
  "largest_force_ev_per_a": 1.141,
  "s_squared": 0.805,
  "homo_lumo_gap_ev": [5.9627, 6.3792],
  "e_homo_ha": [-0.746, -0.746]
}